This record from OMol25 describes a cluster of 3 separate species, C3H11NO4 in total in a non-equilibrium geometry. The level of theory is ωB97M-V with the def2-TZVPD basis set.

Geometry (Å):
1 C 1.40 -0.18 -0.20
2 C 0.04 0.51 0.24
3 O -0.93 -0.23 0.39
4 N -0.09 1.88 0.40
5 C 0.97 2.81 0.19
6 O 0.86 3.22 -1.13
7 H 1.28 -0.28 -1.40
8 H 1.52 -1.08 0.26
9 H 2.43 0.34 -0.12
10 H -1.06 2.30 0.26
11 H 2.03 2.52 0.26
12 H 0.90 3.62 0.91
13 H 1.06 2.40 -1.74
14 O -2.83 -0.17 2.72
15 H -2.73 -0.82 2.06
16 H -2.00 -0.04 3.00
17 O 0.71 -6.36 -2.28
18 H 0.46 -6.77 -3.19
19 H -0.18 -5.90 -1.98

Properties
energy relative to the best compared isomer or geometry (same formula, charge and spin) = 70.64 kcal per mole
SMILES string = CC(=O)NCO.O.O
Kohn-Sham gap = 10.54 eV
electronic energy = -12967.9963 eV
HOMO energy = -0.3700 Eh

natural (NBO) atomic charge list, values in e, 8 entries: -0.707 0.681 -0.628 -0.646 0.076 -0.719 0.231 0.233

***

This record from OMol25 describes a structure of composition H21O10 in a non-equilibrium geometry. The level of theory is ωB97M-V with the def2-TZVPD basis set.

Geometry (Å):
1 O -1.37 -1.42 -2.42
2 H -1.86 -1.51 -3.37
3 H 2.13 -0.16 -2.62
4 O -0.76 1.68 -2.17
5 H -1.19 2.26 -1.63
6 H -0.58 2.10 -3.00
7 O 0.26 -0.28 -0.13
8 H 1.83 1.23 -2.70
9 H 0.73 0.24 -1.16
10 O 0.09 1.19 3.07
11 H -0.82 0.83 3.21
12 H 0.87 0.70 3.11
13 O -0.98 1.91 0.51
14 H -0.73 -0.23 0.12
15 H -0.25 2.47 0.40
16 O 2.66 1.08 2.28
17 H 1.88 1.62 2.05
18 H -1.14 1.98 1.60
19 O 0.24 -1.71 2.30
20 H 2.54 0.15 1.77
21 H -0.05 -2.68 2.16
22 O 0.76 -2.50 -1.08
23 H 0.98 -3.41 -0.67
24 H 0.82 -1.58 3.03
25 O 1.46 0.40 -2.31
26 H -1.31 -0.55 -2.20
27 O -2.28 -0.24 0.27
28 H -2.70 0.68 -0.10
29 H 0.21 -2.77 -1.85
30 H 0.50 -1.29 -0.25
31 H -2.53 -0.89 -0.42

Properties
energy relative to the best compared isomer or geometry (same formula, charge and spin) = 75.25 kcal per mole
Kohn-Sham gap = 11.04 eV
electronic energy = -20807.5652 eV
HOMO energy = -0.5202 Eh
charge = +1

natural (NBO) atomic charge list, values in e, 8 entries: -0.987 0.504 0.507 -0.964 0.489 0.483 -0.937 0.516

***

This record from OMol25 describes an isolated molecule of C4H5NO in a non-equilibrium geometry. The level of theory is ωB97M-V with the def2-TZVPD basis set.

Geometry (Å):
1 O -1.59 -0.42 -1.09
2 C -0.46 -0.81 -1.23
3 C 0.74 -0.41 -0.38
4 C 0.41 0.77 0.51
5 C -0.80 0.77 1.29
6 N 0.21 0.58 2.03
7 H -0.21 -1.54 -2.03
8 H 1.02 -1.30 0.20
9 H 1.57 -0.21 -1.08
10 H 1.00 1.67 0.27
11 H -1.88 0.90 1.51

Properties
energy relative to the best compared isomer or geometry (same formula, charge and spin) = 60.14 kcal per mole
SMILES string = O=CC[C@H]1C=N1
Kohn-Sham gap = 10.98 eV
electronic energy = -7763.9185 eV
HOMO energy = -0.3672 Eh

natural (NBO) atomic charge list, values in e, 8 entries: -0.523 0.454 -0.549 -0.148 0.066 -0.308 0.106 0.249

***

This record from OMol25 describes a cluster of 2 separate species, C2H3O3S in total in a non-equilibrium geometry. The level of theory is ωB97M-V with the def2-TZVPD basis set.

Geometry (Å):
1 C -2.67 0.09 0.14
2 C -0.15 -0.15 0.31
3 O 2.59 1.49 0.26
4 O 2.60 -0.44 -1.26
5 O -1.42 0.00 -0.32
6 S 2.33 0.05 0.11
7 H -3.39 0.10 -0.77
8 H -0.26 0.05 1.34
9 H 0.36 -1.17 0.19

Properties
energy relative to the best compared isomer or geometry (same formula, charge and spin) = 141.78 kcal per mole
Kohn-Sham gap (alpha / beta) = 7.00 / 7.00 eV
electronic energy = -19096.1040 eV
HOMO energy (alpha / beta) = -0.1202 / -0.1203 Eh
charge = -1

natural (NBO) atomic charge list, values in e, 8 entries: -0.012 -0.433 -0.952 -0.960 -0.502 1.535 0.046 0.132

***

This record from OMol25 describes a structure of composition C7H9NO2Rb in a non-equilibrium geometry. The level of theory is ωB97M-V with the def2-TZVPD basis set.

Geometry (Å):
1 Rb 1.79 2.41 -1.53
2 O 2.63 0.81 0.77
3 C 2.20 -0.06 1.90
4 C 3.18 -0.75 3.05
5 O 4.40 -0.13 3.50
6 H 1.65 -0.92 1.53
7 H 1.44 0.53 2.41
8 H 3.40 -1.75 2.70
9 H 2.50 -0.93 3.88
10 N -0.62 0.75 -1.98
11 C -0.93 0.22 -0.78
12 C -2.14 -0.48 -0.53
13 C -3.14 -0.49 -1.49
14 C -2.86 0.15 -2.66
15 C -1.64 0.77 -2.88
16 H -0.19 0.42 -0.02
17 H -2.36 -0.86 0.46
18 H -4.02 -1.07 -1.24
19 H -3.76 0.13 -3.27
20 H -1.53 1.26 -3.83

Properties
energy relative to the best compared isomer or geometry (same formula, charge and spin) = 0.00 kcal per mole
Kohn-Sham gap = 1.97 eV
electronic energy = -13640.7584 eV
HOMO energy = -0.0276 Eh
charge = -1

Mulliken atomic charge list, values in e, 8 entries: 0.791 -0.737 -0.423 -0.382 -0.954 0.182 0.211 0.112

***

This record from OMol25 describes a cluster of 2 separate species, H2P2S4 in total in a non-equilibrium geometry. The level of theory is ωB97M-V with the def2-TZVPD basis set.

Geometry (Å):
1 P 2.26 1.23 -3.98
2 P 0.07 2.27 -2.16
3 S -0.44 4.08 -1.81
4 S 2.45 2.33 -2.22
5 S 0.48 1.88 -4.54
6 S 1.25 1.08 0.58
7 H 1.66 2.10 1.32
8 H -0.12 1.08 0.74

Properties
energy relative to the best compared isomer or geometry (same formula, charge and spin) = 29.60 kcal per mole
Kohn-Sham gap = 6.70 eV
electronic energy = -61951.2564 eV
HOMO energy = -0.3136 Eh

Population analysis type natural (NBO), resulting atomic charges in e: 0.562 0.538 -0.459 -0.353 -0.338 -0.274 0.159 0.165

***

This record from OMol25 describes a structure of composition F2HOPZn in a non-equilibrium geometry. The level of theory is ωB97M-V with the def2-TZVPD basis set.

Geometry (Å):
1 O 1.18 -0.68 -0.86
2 P 0.84 0.43 0.32
3 H 0.91 -1.59 -0.68
4 F -1.94 0.02 -0.32
5 F 0.46 2.05 0.15
6 Zn -1.45 -0.24 1.38

Properties
Kohn-Sham gap (alpha / beta) = 6.95 / 6.62 eV
electronic energy = -65204.1498 eV
HOMO energy (alpha / beta) = -0.3124 / -0.2964 Eh

Population analysis type natural (NBO), resulting atomic charges in e: -1.012 1.146 0.523 -0.903 -0.583 0.828